1.
Molecular formula: C12H28BaF6N3O13S2
Method: DFT, ωB97M-V with the def2-TZVPD basis set

electronic energy = -3037.58471 a.u.
charge = -1
energy above the lowest of the compared OMol25 structures with the same formula, charge and spin = 1.367 eV
Kohn-Sham gap = 7.418 eV
LUMO level = 1.59 eV

CARTESIAN COORDINATES (ANGSTROEM)
1 Ba -0.327 -0.281 0.834
2 N -0.811 2.586 2.969
3 O -0.611 3.559 2.206
4 O -0.423 2.573 4.130
5 O -1.454 1.586 2.508
6 C 3.932 -2.429 -1.209
7 F 4.214 -1.143 -1.188
8 F 3.369 -2.706 -2.376
9 F 5.065 -3.078 -1.117
10 S 2.751 -2.909 0.197
11 O 2.006 -4.048 -0.342
12 O 3.596 -3.171 1.340
13 O 1.870 -1.735 0.345
14 C 4.124 0.522 2.688
15 F 3.959 1.843 2.406
16 F 4.116 -0.091 1.520
17 F 5.277 0.366 3.312
18 S 2.684 0.002 3.791
19 O 2.933 -1.371 4.165
20 O 2.748 0.980 4.862
21 O 1.517 0.176 2.895
22 C -2.602 2.485 -2.717
23 C -1.962 1.368 -1.905
24 C -0.729 0.641 -2.567
25 O -0.140 -0.448 -1.810
26 C 0.515 -1.339 -2.696
27 N -1.408 1.892 -0.678
28 H -1.923 3.340 -2.744
29 H -3.533 2.861 -2.289
30 H -2.854 2.239 -3.755
31 H -2.680 0.592 -1.626
32 H 0.106 1.311 -2.790
33 H -1.086 0.294 -3.545
34 H 1.127 -2.098 -2.219
35 H 1.192 -0.751 -3.325
36 H -0.205 -1.834 -3.356
37 H -0.710 2.633 -0.780
38 H -2.092 2.429 -0.141
39 C -2.989 -3.820 -1.019
40 C -2.547 -2.447 -0.437
41 C -3.404 -2.079 0.775
42 O -3.158 -0.686 1.067
43 C -3.694 -0.417 2.365
44 N -1.138 -2.605 -0.066
45 H -2.631 -4.051 -2.022
46 H -4.069 -3.962 -0.928
47 H -2.520 -4.604 -0.417
48 H -2.559 -1.695 -1.228
49 H -3.249 -2.735 1.635
50 H -4.431 -2.190 0.415
51 H -3.674 0.649 2.559
52 H -3.118 -0.987 3.099
53 H -4.733 -0.745 2.505
54 H -1.053 -3.388 0.581
55 H -0.525 -2.906 -0.819
56 C 1.877 3.869 -0.387
57 C 2.222 2.364 -0.551
58 O 1.581 1.595 0.468
59 O 0.590 4.112 -0.961
60 H 2.582 4.522 -0.905
61 H 1.770 4.076 0.682
62 H 3.294 2.225 -0.375
63 H 1.929 2.015 -1.539
64 H 1.844 2.055 1.280
65 H 0.251 4.988 -0.770


2.
Molecular formula: C12H28BaO16
Method: DFT, ωB97M-V with the def2-TZVPD basis set

electronic energy = -1703.58987 a.u.
charge = -2
energy above the lowest of the compared OMol25 structures with the same formula, charge and spin = 2.739 eV
Kohn-Sham gap = 5.254 eV
LUMO level = 3.63 eV

CARTESIAN COORDINATES (ANGSTROEM)
1 Ba 0.261 0.261 -0.306
2 O 3.586 -1.713 2.321
3 C 3.828 -0.685 1.552
4 O 2.857 -0.309 0.879
5 O 4.968 -0.115 1.483
6 H 2.690 -1.604 1.994
7 O 2.155 1.689 -4.363
8 C 1.887 1.497 -3.064
9 O 0.752 1.716 -2.618
10 O 2.790 1.069 -2.374
11 H 1.298 2.107 -4.476
12 O 0.812 4.849 1.011
13 C 1.745 3.956 0.560
14 O 2.926 4.415 0.381
15 O 1.507 2.787 0.318
16 H 1.343 5.642 1.116
17 O 0.388 -2.538 3.257
18 C 0.033 -2.823 2.047
19 O -0.169 -3.999 1.743
20 O -0.023 -1.898 1.227
21 H 0.531 -3.445 3.535
22 C -2.753 0.109 -3.475
23 C -2.946 -1.122 -2.584
24 O -1.948 -1.136 -1.600
25 H -3.312 0.175 -4.408
26 H -1.699 0.267 -3.703
27 H -3.112 0.907 -2.824
28 H -2.803 -2.023 -3.181
29 H -3.873 -1.230 -2.022
30 H -2.050 -1.949 -1.100
31 C -3.080 0.184 1.741
32 C -3.150 1.372 0.852
33 O -1.828 1.809 0.507
34 H -2.644 0.518 2.682
35 H -2.547 -0.698 1.386
36 H -4.071 -0.121 2.077
37 H -3.694 2.235 1.236
38 H -3.621 1.132 -0.101
39 H -1.653 2.393 1.248
40 C 1.439 -3.553 -3.599
41 C 0.730 -2.176 -3.353
42 O 1.328 -1.656 -2.189
43 H 1.190 -4.236 -2.787
44 H 2.519 -3.411 -3.653
45 H 1.106 -3.962 -4.553
46 H -0.321 -2.345 -3.119
47 H 0.895 -1.459 -4.158
48 H 2.281 -1.755 -2.250
49 C 0.068 1.563 4.888
50 C 0.791 1.328 3.622
51 O -0.033 0.662 2.630
52 H -0.923 2.013 4.834
53 H 0.663 2.104 5.624
54 H -0.044 0.546 5.264
55 H 1.648 0.673 3.783
56 H 1.235 2.271 3.302
57 H 0.046 -0.287 2.756


3.
Molecular formula: C12H28BrHfO6
Method: DFT, ωB97M-V with the def2-TZVPD basis set

electronic energy = -3545.76420 a.u.
charge = +3
energy above the lowest of the compared OMol25 structures with the same formula, charge and spin = 9.486 eV
Kohn-Sham gap = 1.918 eV
LUMO level = -14.82 eV

CARTESIAN COORDINATES (ANGSTROEM)
1 Hf -24.757 -14.653 15.668
2 Br -25.814 -13.699 19.830
3 C -20.147 -15.471 16.702
4 O -20.904 -14.270 16.984
5 C -20.291 -13.542 18.036
6 C -20.094 -12.170 17.424
7 O -21.303 -11.677 16.715
8 C -21.337 -10.252 16.547
9 C -20.588 -9.616 15.373
10 O -19.238 -9.594 15.859
11 C -18.283 -9.666 14.745
12 H -20.085 -16.169 17.537
13 H -19.161 -15.164 16.356
14 H -20.444 -15.961 15.775
15 H -19.397 -14.001 18.458
16 H -20.941 -13.495 18.910
17 H -19.305 -12.221 16.674
18 H -19.750 -11.487 18.201
19 H -20.970 -9.775 17.457
20 H -22.379 -9.952 16.439
21 H -20.921 -8.615 15.100
22 H -20.628 -10.167 14.434
23 H -17.359 -9.961 15.241
24 H -18.050 -8.714 14.267
25 H -18.389 -10.308 13.870
26 C -27.569 -8.326 20.798
27 O -26.614 -7.289 20.397
28 C -25.315 -7.546 20.847
29 C -24.364 -6.327 20.703
30 O -23.053 -6.644 21.252
31 C -22.015 -5.887 20.707
32 C -20.659 -6.374 21.256
33 O -20.160 -7.565 20.637
34 C -18.824 -7.968 20.885
35 H -27.227 -9.234 20.302
36 H -28.537 -7.982 20.432
37 H -27.608 -8.415 21.884
38 H -25.020 -8.474 20.358
39 H -25.235 -7.696 21.924
40 H -24.744 -5.436 21.202
41 H -24.460 -6.057 19.652
42 H -22.227 -4.887 21.085
43 H -21.898 -5.949 19.625
44 H -20.736 -6.428 22.342
45 H -19.928 -5.583 21.090
46 H -18.105 -7.353 20.345
47 H -18.753 -8.971 20.464
48 H -18.478 -8.036 21.917


4.
Molecular formula: C12H28ClN4O4
Method: DFT, ωB97M-V with the def2-TZVPD basis set

electronic energy = -1454.21056 a.u.
charge = -1
energy above the lowest of the compared OMol25 structures with the same formula, charge and spin = 6.399 eV
Kohn-Sham gap = 6.240 eV
LUMO level = 2.49 eV

CARTESIAN COORDINATES (ANGSTROEM)
1 Cl 1.310 -1.102 -2.136
2 C -4.163 -2.358 -3.992
3 O -4.898 -1.427 -4.200
4 N -4.567 -3.627 -3.625
5 C -3.546 -4.693 -3.388
6 C -5.993 -4.052 -3.422
7 H -3.085 -2.273 -4.198
8 H -3.686 -5.619 -3.945
9 H -3.578 -4.985 -2.338
10 H -2.567 -4.213 -3.373
11 H -6.552 -3.167 -3.117
12 H -6.488 -4.412 -4.323
13 H -6.115 -4.788 -2.627
14 C -2.263 3.182 0.235
15 O -2.931 3.181 1.292
16 N -1.675 4.351 -0.097
17 C -1.000 4.614 -1.435
18 C -1.857 5.490 0.729
19 H -2.002 2.337 -0.421
20 H -1.639 4.659 -2.317
21 H -0.168 3.933 -1.614
22 H -0.321 5.465 -1.368
23 H -2.766 5.995 0.401
24 H -1.785 5.480 1.816
25 H -1.110 6.257 0.526
26 C 0.972 -2.790 3.732
27 O 2.130 -2.846 4.158
28 N -0.076 -3.585 4.110
29 C 0.036 -4.670 5.104
30 C -1.435 -3.537 3.473
31 H 0.686 -2.003 3.017
32 H -0.371 -5.600 4.707
33 H -0.392 -4.376 6.062
34 H 1.029 -4.782 5.540
35 H -1.590 -2.610 2.921
36 H -1.633 -4.441 2.897
37 H -2.175 -3.462 4.270
38 C 6.104 1.551 0.121
39 O 6.373 1.040 1.197
40 N 6.256 2.840 -0.201
41 C 6.183 3.368 -1.568
42 C 6.682 3.816 0.818
43 H 5.798 1.000 -0.783
44 H 5.440 4.148 -1.734
45 H 5.880 2.641 -2.322
46 H 7.193 3.693 -1.820
47 H 7.686 4.205 0.651
48 H 6.067 4.713 0.743
49 H 6.599 3.458 1.844


5.
Molecular formula: C12H28ClN4O4Zr
Method: DFT, ωB97M-V with the def2-TZVPD basis set

electronic energy = -1500.38908 a.u.
charge = +3
energy above the lowest of the compared OMol25 structures with the same formula, charge and spin = 0.000 eV
Kohn-Sham gap = 3.273 eV
LUMO level = -12.29 eV

CARTESIAN COORDINATES (ANGSTROEM)
1 Zr 1.481 0.560 -0.980
2 Cl -0.452 -0.427 0.245
3 C -2.349 2.226 -1.209
4 C -1.186 2.384 -2.132
5 O -0.096 1.703 -1.911
6 N -1.262 3.190 -3.144
7 C -0.259 3.437 -4.168
8 H -2.940 1.356 -1.488
9 H -2.909 3.159 -1.178
10 H -1.960 2.073 -0.204
11 H -2.175 3.592 -3.330
12 H -0.398 4.427 -4.596
13 H -0.417 2.720 -4.977
14 H 0.791 3.395 -3.892
15 C -1.416 -1.684 3.728
16 C -2.027 -0.975 4.925
17 O -2.213 -1.567 5.956
18 N -2.203 0.378 4.851
19 C -2.126 1.242 3.699
20 H -0.395 -1.314 3.606
21 H -1.999 -1.487 2.822
22 H -1.447 -2.756 3.887
23 H -2.400 0.831 5.731
24 H -3.066 1.779 3.562
25 H -1.852 0.681 2.809
26 H -1.366 2.008 3.891
27 C 3.483 -2.078 1.862
28 C 2.685 -0.825 1.910
29 O 2.373 -0.211 0.798
30 N 2.241 -0.422 3.060
31 C 1.499 0.817 3.301
32 H 3.237 -2.710 2.718
33 H 4.541 -1.831 1.966
34 H 3.279 -2.690 0.989
35 H 2.274 -1.128 3.787
36 H 1.307 0.878 4.367
37 H 0.565 0.836 2.740
38 H 2.094 1.684 3.015
39 C -1.082 -2.209 -3.089
40 C 0.244 -1.603 -3.406
41 O 0.701 -0.717 -2.592
42 N 0.907 -2.099 -4.410
43 C 2.257 -1.725 -4.808
44 H -1.149 -3.259 -3.374
45 H -1.890 -1.652 -3.564
46 H -1.246 -2.225 -2.012
47 H 0.492 -2.880 -4.903
48 H 2.283 -1.288 -5.810
49 H 2.885 -2.608 -4.919
50 H 2.659 -0.985 -4.129


6.
Molecular formula: C12H28CuNO4
Method: DFT, ωB97M-V with the def2-TZVPD basis set

electronic energy = -2469.68625 a.u.
charge = -3
spin multiplicity = 2
Kohn-Sham gap (spin up / spin down) = 2.429 / 4.473 eV
LUMO level (spin up / spin down) = 6.82 / 7.40 eV

CARTESIAN COORDINATES (ANGSTROEM)
1 Cu -0.682 0.376 -1.232
2 C -3.371 -2.113 -2.820
3 O -2.414 -1.110 -2.986
4 H -3.425 -2.478 -1.794
5 H -4.365 -1.685 -2.945
6 H -3.151 -2.834 -3.607
7 C 1.545 1.281 -3.303
8 O 0.523 0.362 -3.223
9 H 1.698 2.087 -2.585
10 H 2.481 0.918 -3.728
11 H 1.305 1.978 -4.106
12 C -1.790 3.179 -1.548
13 O -2.316 1.843 -1.836
14 H -1.156 3.652 -2.299
15 H -2.603 3.889 -1.393
16 H -1.118 3.265 -0.694
17 C -1.997 -1.333 0.830
18 C -0.532 -1.128 1.314
19 C 0.469 -1.985 0.363
20 C 1.895 -1.818 0.494
21 C 2.214 -0.355 0.350
22 C 1.419 0.674 1.292
23 N -0.004 0.231 1.281
24 O -0.863 1.100 1.903
25 C 1.896 0.541 2.695
26 C 1.649 2.096 0.628
27 C -0.351 -1.556 2.757
28 H -2.141 -2.411 0.912
29 H -2.094 -1.042 -0.216
30 H -2.857 -0.924 1.360
31 H 0.149 -2.967 0.710
32 H 0.093 -1.948 -0.659
33 H 2.304 -2.414 -0.321
34 H 2.331 -2.054 1.464
35 H 2.104 -0.158 -0.716
36 H 3.286 -0.184 0.452
37 H 1.373 1.277 3.306
38 H 1.872 -0.404 3.238
39 H 2.924 0.901 2.670
40 H 1.166 2.769 1.338
41 H 2.710 2.332 0.706
42 H 1.338 2.337 -0.388
43 H -0.341 -0.920 3.642
44 H 0.549 -2.136 2.960
45 H -1.179 -2.244 2.928
46 H -0.541 1.115 2.807


Repeat the third record exactly.
Molecular formula: C12H28BrHfO6
Method: DFT, ωB97M-V with the def2-TZVPD basis set

electronic energy = -3545.76420 a.u.
charge = +3
energy above the lowest of the compared OMol25 structures with the same formula, charge and spin = 9.486 eV
Kohn-Sham gap = 1.918 eV
LUMO level = -14.82 eV

CARTESIAN COORDINATES (ANGSTROEM)
1 Hf -24.757 -14.653 15.668
2 Br -25.814 -13.699 19.830
3 C -20.147 -15.471 16.702
4 O -20.904 -14.270 16.984
5 C -20.291 -13.542 18.036
6 C -20.094 -12.170 17.424
7 O -21.303 -11.677 16.715
8 C -21.337 -10.252 16.547
9 C -20.588 -9.616 15.373
10 O -19.238 -9.594 15.859
11 C -18.283 -9.666 14.745
12 H -20.085 -16.169 17.537
13 H -19.161 -15.164 16.356
14 H -20.444 -15.961 15.775
15 H -19.397 -14.001 18.458
16 H -20.941 -13.495 18.910
17 H -19.305 -12.221 16.674
18 H -19.750 -11.487 18.201
19 H -20.970 -9.775 17.457
20 H -22.379 -9.952 16.439
21 H -20.921 -8.615 15.100
22 H -20.628 -10.167 14.434
23 H -17.359 -9.961 15.241
24 H -18.050 -8.714 14.267
25 H -18.389 -10.308 13.870
26 C -27.569 -8.326 20.798
27 O -26.614 -7.289 20.397
28 C -25.315 -7.546 20.847
29 C -24.364 -6.327 20.703
30 O -23.053 -6.644 21.252
31 C -22.015 -5.887 20.707
32 C -20.659 -6.374 21.256
33 O -20.160 -7.565 20.637
34 C -18.824 -7.968 20.885
35 H -27.227 -9.234 20.302
36 H -28.537 -7.982 20.432
37 H -27.608 -8.415 21.884
38 H -25.020 -8.474 20.358
39 H -25.235 -7.696 21.924
40 H -24.744 -5.436 21.202
41 H -24.460 -6.057 19.652
42 H -22.227 -4.887 21.085
43 H -21.898 -5.949 19.625
44 H -20.736 -6.428 22.342
45 H -19.928 -5.583 21.090
46 H -18.105 -7.353 20.345
47 H -18.753 -8.971 20.464
48 H -18.478 -8.036 21.917


- What is the electronic energy in the fifth record?
  -1500.38908 a.u.